44
Properties=species:S:1:pos:R:3:forces:R:3:nbo_charge:R:1 method="wB97M-V/def2-TZVPD" homo_energy_ev=-5.8 relative_energy_kj_mol=235.01 charge=-1 mol_weight_g_mol=261.24 gap_ev=7.8
C -9.045000 -31.523000 0.371000 -0.71 -0.91 -0.01 -0.631
C -10.303000 -31.976000 -0.510000 1.84 3.56 -0.86 -0.070
O -10.790000 -30.760000 -1.097000 0.98 -1.48 0.62 -0.991
H -8.797000 -32.313000 1.063000 -0.07 -0.55 0.42 0.157
H -9.276000 -30.656000 1.035000 -0.13 -0.42 -0.91 0.227
H -8.111000 -31.358000 -0.176000 -0.50 0.48 -0.05 0.162
H -11.005000 -32.382000 0.156000 -1.13 -0.93 1.05 0.146
H -10.112000 -32.705000 -1.305000 0.52 -0.22 0.22 0.161
O -7.322000 -29.712000 -2.076000 -0.65 0.48 -2.75 -0.949
H -6.871000 -29.897000 -1.317000 2.71 -0.92 2.84 0.463
H -8.099000 -29.336000 -1.689000 -1.56 1.37 0.19 0.492
O -13.263000 -28.127000 -0.338000 -0.67 1.57 0.13 -0.962
H -13.070000 -29.003000 -0.599000 -0.35 -1.85 -1.25 0.486
H -12.570000 -28.079000 0.301000 0.71 0.71 1.04 0.465
O -9.579000 -28.280000 2.291000 -2.16 0.20 1.58 -0.942
H -9.510000 -28.956000 2.967000 -0.11 -0.09 0.05 0.456
H -8.794000 -28.308000 1.801000 1.81 -0.04 -1.09 0.466
O -7.396000 -28.331000 0.736000 1.18 -0.28 0.68 -0.952
H -6.964000 -29.114000 1.137000 -0.07 0.61 -0.48 0.495
H -6.874000 -27.556000 1.005000 -0.16 -0.41 -0.20 0.496
O -5.338000 -30.918000 -0.218000 1.93 -0.62 1.67 -0.985
H -5.981000 -31.577000 -0.490000 -0.04 -0.52 -0.60 0.504
H -4.630000 -31.501000 0.214000 -1.44 1.33 -1.09 0.476
O -6.343000 -32.899000 1.469000 2.66 1.32 0.51 -0.970
H -7.260000 -33.095000 1.467000 -1.21 0.44 0.13 0.482
H -6.117000 -31.932000 1.644000 -1.31 -2.01 -0.39 0.482
O -13.160000 -30.631000 -1.737000 -2.15 -0.15 -0.90 -1.000
H -12.207000 -30.693000 -1.694000 1.90 -0.31 0.92 0.497
H -13.276000 -30.583000 -2.689000 -0.60 0.15 -0.09 0.452
O -12.232000 -30.282000 1.089000 0.37 0.65 1.70 -0.960
H -12.939000 -30.867000 0.930000 -2.01 -0.76 0.00 0.457
H -11.623000 -30.677000 0.483000 1.33 0.46 -1.24 0.483
O -11.242000 -28.212000 -3.302000 0.28 -0.46 1.34 -0.940
H -11.523000 -29.054000 -3.647000 -0.23 -0.32 -0.88 0.450
H -10.817000 -28.600000 -2.494000 -0.15 1.29 -0.84 0.486
O -9.594000 -28.317000 -0.852000 -0.73 -1.00 -0.52 -1.013
H -10.104000 -29.185000 -0.760000 0.45 0.63 0.04 0.509
H -8.956000 -28.307000 -0.145000 0.00 0.07 0.25 0.469
O -6.804000 -32.644000 -1.834000 0.45 -0.63 0.12 -0.963
H -7.633000 -32.369000 -1.448000 -0.61 0.00 -0.27 0.481
H -6.979000 -32.781000 -2.768000 -0.09 0.27 -0.07 0.492
O -9.511000 -30.444000 -3.365000 0.82 -0.52 -0.45 -1.020
H -9.938000 -30.729000 -2.542000 -0.90 0.00 0.41 0.484
H -8.636000 -30.231000 -2.996000 -0.22 -0.18 -0.97 0.472